(1)
Entry from the OMol25 dataset: an isolated ion of composition C2H6O2P and charge -1 at a distorted geometry (wB97M-V/def2-TZVPD).

```
! wB97M-V def2-TZVPD RIJCOSX def2/J DEFGRID3
* xyz -1 1
O 0.011 -1.805 -2.195
H 0.676 -1.071 0.921
O -0.323 0.720 -2.317
C -0.265 0.843 1.282
H 0.674 1.390 1.302
C -0.125 -0.445 0.524
H -0.559 0.632 2.319
H -1.050 -1.028 0.531
H 1.694 -0.257 -1.545
H -1.027 1.478 0.839
P 0.294 -0.456 -1.662
*
```

Properties
Structure (SMILES)   CC[P@H](=O)[O-]

Partial atomic charges computed with the Mulliken method, in multiples of e: -0.684, 0.304, -0.691, -0.884, 0.258, -0.800, 0.308, 0.314, -0.032, 0.263, 0.645



(2)
Entry from the OMol25 dataset: a 2-piece molecular cluster, C10H15NO overall at a distorted geometry (wB97M-V/def2-TZVPD).

```
! wB97M-V def2-TZVPD RIJCOSX def2/J DEFGRID3
* xyz 0 1
H -0.974 -4.431 -1.031
H 0.850 4.354 -0.036
C 1.092 2.383 0.647
C 1.250 0.119 1.688
H 3.386 0.665 0.860
H 1.100 0.267 2.748
H -0.166 -3.399 -1.979
H 3.327 -0.583 2.087
C -0.959 3.085 -0.342
C -1.840 -2.431 -0.735
C 0.323 3.422 0.082
C 0.579 1.090 0.742
O -2.562 -2.415 0.231
H -2.974 -1.117 -2.019
H -0.017 -3.269 -0.165
N -2.113 -1.601 -1.806
H -1.326 -1.371 -2.402
H -2.272 1.626 -1.016
C 2.733 -0.075 1.328
H 2.751 -0.722 0.426
C -0.567 0.724 0.040
H -0.838 -0.319 0.185
H 2.053 2.571 1.108
H -1.559 3.913 -0.689
C -0.693 -3.371 -1.022
H 0.791 -0.860 1.489
C -1.374 1.744 -0.422
*
```

Properties
Structure (SMILES)   CCc1ccccc1.CC(N)=O

Partial atomic charges computed with the Mulliken method, in multiples of e: 0.328, 0.373, -0.392, -0.516, 0.327, 0.428, 0.375, 0.345, -0.441, 0.676, -0.582, 0.425, -0.609, 0.207, 0.201, -0.375, 0.206, 0.306, -1.173, 0.300, 0.042, 0.034, 0.359, 0.338, -0.981, 0.117, -0.317



It is found that the HOMO energy values, taken in the order of the records, are -0.1450; -0.3269 Ha.
It is found that the LUMO energy values, taken in the order of the records, are 0.1591; 0.0286 hartree.
It is found that the gap between HOMO and LUMO values, taken in the order of the records, are 8.27; 9.68 eV.